Here is 17 unconnected molecules or ions with the total composition C81H179N11O18 from the OMol25 dataset. Energies are from ωB97M-V/def2-TZVPD.

Structure (ORCA input):
```
! wB97M-V def2-TZVPD RIJCOSX def2/J DEFGRID3
* xyz 6 1
C -17.878 -25.972 -3.574
C -16.999 -26.863 -3.898
O -17.047 -27.794 -4.739
N -15.668 -26.840 -3.024
H -15.119 -27.664 -3.370
H -15.215 -25.915 -3.185
C -15.812 -27.012 -1.550
H -17.689 -25.303 -2.756
H -10.797 -25.595 -4.174
H -18.807 -25.957 -4.122
H -16.405 -27.903 -1.320
H -16.286 -26.074 -1.131
H -14.811 -27.003 -1.092
C -13.526 -27.495 -10.474
C -13.392 -26.119 -10.799
O -12.553 -25.280 -10.441
N -14.323 -25.765 -12.035
H -14.693 -26.562 -12.474
H -15.191 -25.348 -11.612
C -13.686 -24.923 -13.088
H -14.040 -28.179 -11.137
H -13.083 -27.873 -9.552
H -8.235 -26.205 -8.809
H -13.151 -24.089 -12.624
H -14.450 -24.484 -13.711
H -12.939 -25.432 -13.790
C -29.354 -29.841 -7.932
C -29.876 -31.280 -8.017
O -29.268 -32.220 -8.274
N -31.344 -31.620 -7.604
H -31.367 -32.016 -6.673
H -31.902 -30.759 -7.683
C -31.986 -32.738 -8.484
H -28.326 -29.869 -7.629
H -29.994 -29.233 -7.312
H -29.376 -29.492 -8.953
H -33.051 -32.842 -8.271
H -31.514 -33.631 -8.140
H -31.912 -32.580 -9.558
C -11.263 -32.246 -6.873
C -9.910 -32.659 -7.484
C -9.384 -31.570 -8.296
N -7.967 -31.743 -8.819
C -7.627 -30.396 -9.550
C -6.264 -30.510 -10.154
C -6.123 -31.654 -11.107
C -6.632 -32.936 -10.472
C -7.972 -32.823 -9.804
C -7.067 -31.994 -7.681
H -11.800 -33.063 -6.226
H -12.081 -31.983 -7.590
H -11.116 -31.386 -6.243
H -10.018 -33.580 -8.106
H -9.254 -32.931 -6.679
H -9.389 -30.629 -7.699
H -10.079 -31.444 -9.151
H -8.398 -30.345 -10.287
H -7.797 -29.584 -8.907
H -6.128 -29.505 -10.655
H -5.523 -30.571 -9.373
H -6.645 -31.370 -12.044
H -5.013 -31.881 -11.301
H -6.763 -33.839 -11.123
H -5.922 -33.309 -9.780
H -8.830 -32.587 -10.477
H -8.184 -33.767 -9.287
H -7.074 -31.264 -6.868
H -6.011 -31.951 -8.010
H -7.191 -32.974 -7.269
C -23.435 -20.015 -3.937
C -22.702 -20.532 -2.700
C -22.915 -22.020 -2.702
N -22.756 -22.716 -1.422
C -23.279 -24.115 -1.567
C -22.990 -25.100 -0.477
C -21.491 -25.112 -0.057
C -21.027 -23.667 0.213
C -21.308 -22.796 -1.013
C -23.529 -22.057 -0.323
H -23.099 -20.436 -4.872
H -23.168 -18.923 -3.980
H -24.510 -20.162 -3.861
H -23.137 -20.067 -1.835
H -21.641 -20.256 -2.719
H -22.292 -22.526 -3.435
H -23.971 -22.128 -2.904
H -22.844 -24.435 -2.510
H -24.335 -24.053 -1.790
H -23.262 -26.049 -0.863
H -23.699 -24.902 0.391
H -20.920 -25.516 -0.911
H -21.244 -25.789 0.762
H -19.951 -23.702 0.354
H -21.450 -23.248 1.144
H -20.915 -23.300 -1.915
H -20.899 -21.796 -0.990
H -24.574 -21.940 -0.634
H -23.131 -21.088 -0.110
H -23.519 -22.691 0.566
C -25.379 -21.826 -7.261
C -26.655 -22.597 -6.948
C -27.104 -22.188 -5.574
N -28.338 -22.825 -5.117
C -28.082 -24.259 -5.016
C -29.182 -24.924 -4.301
C -29.392 -24.436 -2.889
C -29.724 -22.984 -2.979
C -28.724 -22.178 -3.769
C -29.365 -22.491 -6.177
H -25.590 -20.798 -7.017
H -25.059 -21.920 -8.329
H -24.538 -22.075 -6.607
H -26.552 -23.704 -6.845
H -27.396 -22.452 -7.758
H -27.366 -21.120 -5.548
H -26.260 -22.352 -4.874
H -27.201 -24.360 -4.431
H -27.949 -24.706 -5.976
H -28.999 -26.029 -4.340
H -30.151 -24.788 -4.838
H -28.445 -24.530 -2.323
H -30.191 -24.956 -2.403
H -29.674 -22.481 -2.004
H -30.723 -22.798 -3.383
H -27.709 -22.038 -3.342
H -29.056 -21.160 -4.113
H -29.403 -23.399 -6.856
H -29.188 -21.525 -6.599
H -30.381 -22.495 -5.774
C -13.942 -16.897 -9.289
C -13.595 -18.261 -8.997
C -12.777 -18.667 -10.212
N -12.164 -20.062 -10.276
C -11.351 -19.945 -11.559
C -11.299 -20.533 -9.095
C -12.292 -21.167 -8.088
C -13.430 -21.720 -9.007
C -13.147 -21.202 -10.449
H -14.500 -16.430 -8.517
H -14.634 -16.853 -10.142
H -13.151 -16.217 -9.597
H -14.502 -18.818 -8.730
H -12.938 -18.306 -8.086
H -11.951 -17.934 -10.235
H -13.360 -18.612 -11.167
H -10.467 -19.253 -11.376
H -11.931 -19.645 -12.407
H -10.887 -20.912 -11.777
H -10.720 -21.308 -9.581
H -10.763 -19.648 -8.777
H -11.850 -22.068 -7.611
H -12.616 -20.405 -7.359
H -13.274 -22.799 -9.165
H -14.429 -21.416 -8.613
H -12.717 -21.985 -11.074
H -14.028 -20.884 -11.014
C -23.595 -36.549 -8.975
C -22.900 -35.511 -9.928
C -23.646 -35.446 -11.242
N -23.012 -34.559 -12.302
C -23.105 -33.075 -11.917
C -23.784 -34.764 -13.632
C -22.713 -34.960 -14.688
C -21.303 -34.728 -14.036
C -21.565 -34.994 -12.559
H -23.449 -37.575 -9.264
H -24.658 -36.313 -8.840
H -23.140 -36.376 -8.013
H -21.867 -35.850 -10.082
H -22.895 -34.513 -9.486
H -24.734 -35.066 -11.117
H -23.554 -36.458 -11.660
H -24.092 -33.027 -11.469
H -23.108 -32.481 -12.840
H -22.339 -32.785 -11.244
H -24.414 -33.911 -13.823
H -24.360 -35.612 -13.445
H -22.924 -34.303 -15.522
H -22.692 -35.982 -15.045
H -20.877 -33.744 -14.249
H -20.531 -35.423 -14.405
H -20.919 -34.517 -11.842
H -21.561 -36.045 -12.291
C -20.399 -28.728 -13.468
C -19.312 -29.321 -14.445
C -18.133 -29.955 -13.694
N -17.024 -30.359 -14.638
C -17.434 -31.567 -15.425
C -16.532 -29.187 -15.522
C -15.228 -29.686 -16.073
C -14.633 -30.598 -14.931
C -15.759 -30.682 -13.886
H -21.026 -28.110 -14.111
H -19.856 -28.025 -12.823
H -20.982 -29.485 -12.876
H -18.989 -28.408 -14.990
H -19.785 -30.009 -15.199
H -18.448 -30.824 -13.233
H -17.664 -29.226 -13.062
H -18.012 -31.270 -16.320
H -18.019 -32.226 -14.788
H -16.557 -32.073 -15.737
H -17.304 -28.956 -16.226
H -16.348 -28.376 -14.847
H -15.302 -30.334 -16.954
H -14.490 -28.898 -16.330
H -14.287 -31.593 -15.304
H -13.769 -30.233 -14.414
H -15.941 -31.607 -13.362
H -15.618 -29.895 -13.117
C -23.822 -37.373 -0.733
C -24.481 -36.073 -0.419
C -23.494 -35.111 0.330
N -24.087 -33.837 0.881
C -24.849 -34.163 2.059
C -25.005 -33.135 -0.060
C -24.028 -32.471 -1.060
C -22.685 -32.286 -0.246
C -23.044 -32.827 1.178
H -23.467 -37.916 0.130
H -23.022 -37.257 -1.438
H -24.489 -38.077 -1.257
H -25.461 -36.230 0.072
H -24.714 -35.525 -1.392
H -22.655 -34.874 -0.341
H -23.185 -35.659 1.263
H -25.445 -33.339 2.457
H -24.114 -34.583 2.760
H -25.566 -34.939 1.819
H -25.568 -32.376 0.474
H -25.789 -33.751 -0.493
H -24.386 -31.522 -1.488
H -23.870 -33.137 -1.871
H -22.345 -31.233 -0.208
H -21.830 -32.881 -0.628
H -23.475 -32.046 1.858
H -22.189 -33.263 1.698
C -15.365 -30.163 -9.018
C -16.292 -29.539 -7.950
C -16.641 -28.070 -7.963
N -18.169 -27.899 -7.936
C -18.860 -28.250 -9.209
C -18.543 -26.576 -7.471
C -19.949 -26.762 -6.783
C -20.224 -28.293 -6.712
C -18.805 -28.705 -6.785
H -15.243 -31.209 -8.839
H -14.291 -29.771 -8.947
H -15.734 -30.081 -10.046
H -15.935 -29.839 -6.956
H -17.226 -30.083 -8.183
H -16.269 -27.421 -8.807
H -16.372 -27.609 -7.009
H -19.840 -27.747 -9.320
H -19.108 -29.305 -9.248
H -18.249 -28.042 -10.082
H -18.505 -25.880 -8.352
H -17.854 -26.181 -6.744
H -20.746 -26.178 -7.271
H -19.846 -26.448 -5.757
H -20.866 -28.622 -7.526
H -20.722 -28.569 -5.786
H -18.623 -29.762 -7.009
H -18.347 -28.497 -5.827
O -11.360 -26.957 -5.791
C -11.909 -27.019 -4.624
O -11.593 -26.012 -3.811
O -12.644 -28.003 -4.421
H -11.805 -27.519 -6.466
O -8.621 -27.108 -9.411
C -12.087 -32.147 -11.295
O -11.575 -32.723 -10.412
O -12.765 -31.785 -12.165
H -8.627 -26.688 -10.270
O -18.529 -25.301 -11.836
C -17.408 -26.007 -11.697
O -16.579 -25.620 -10.780
O -17.216 -26.959 -12.544
H -18.916 -25.551 -12.656
O -18.403 -32.706 -9.777
C -19.430 -31.787 -10.383
O -18.844 -30.822 -11.023
O -20.694 -31.955 -10.400
H -18.708 -33.028 -8.925
O -24.393 -27.707 -4.256
C -24.812 -26.375 -4.476
O -24.389 -25.564 -3.634
O -25.540 -26.207 -5.483
H -24.070 -27.671 -3.268
*
```

Calculated values
**Energy**: -5148.20378 hartree
**Frontier orbital gap**: 5.1 eV
**F_max**: 5.6 eV/A
**HOMO**: -13.83 eV